[1]
This record from the Open Molecules 2025 dataset describes a molecular structure, C5H4O2S at a distorted geometry. The level of theory is the ωB97M-V functional and the def2-TZVPD basis.

The geometry in XYZ format:
```
12
Properties=species:S:1:pos:R:3:nbo_charge:R:1
C 1.35062 -0.11783 0.00990 -0.02
C -0.15949 1.61282 -0.08854 0.16
C -0.85163 0.44303 -0.00778 -0.24
C -1.86175 -0.65058 -0.07293 -0.06
C 0.11105 -0.59578 0.00314 0.24
H 3.34501 -0.70103 1.08051 0.12
H -0.40952 2.70894 -0.30825 0.22
H -2.51597 -1.02433 0.77446 0.21
H -2.37303 -0.70304 -1.05130 0.20
O 1.11625 1.31041 -0.04592 -0.42
O -0.77442 -1.66190 -0.11880 -0.47
S 3.02289 -0.62071 -0.17449 0.06
```

Orbital gap, eV: 9.708
DFT total energy, eV: -20176.15655
Strongest force on any atom, eV/A: 2.64



[2]
This record from the Open Molecules 2025 dataset describes C5H4O3 in the gas phase at a distorted geometry. The level of theory is the ωB97M-V functional and the def2-TZVPD basis.

The geometry in XYZ format:
```
12
Properties=species:S:1:pos:R:3:nbo_charge:R:1
C 0.13701 1.58273 1.13668 0.99
C -0.56557 -0.79653 1.04667 0.14
C -0.42887 -1.26909 -0.23004 -0.35
C 0.32646 -0.56593 -1.39517 -0.27
C 0.73771 0.69478 -1.26764 0.10
H -1.12667 -1.59245 1.69910 0.21
H -0.59160 -2.51185 -0.09976 0.25
H 0.12498 -1.27237 -2.44160 0.27
H 0.80959 1.35847 -2.21344 0.24
O 0.51297 2.32354 2.09753 -0.55
O -0.59808 0.49024 1.71725 -0.51
O 0.66207 1.55846 -0.04958 -0.52
```

Orbital gap, eV: 9.183
DFT total energy, eV: -11387.36569
SMILES string: O=C1OC=CC=CO1
Strongest force on any atom, eV/A: 7.47



[3]
This record from the Open Molecules 2025 dataset describes a molecular structure, C5H4O3 at a distorted geometry. The level of theory is the ωB97M-V functional and the def2-TZVPD basis.

The geometry in XYZ format:
```
12
Properties=species:S:1:pos:R:3:nbo_charge:R:1
C 1.10072 -0.30354 0.01689 0.61
C -0.00317 1.66474 0.01969 -0.05
C -0.86659 0.61974 -0.02581 0.26
C -1.55044 -1.20538 0.04391 -0.04
C -0.19301 -0.60829 -0.04142 -0.36
H 1.92062 -1.93455 -0.43218 0.49
H -0.03124 2.73542 0.14037 0.22
H -1.77790 -1.67479 1.01822 0.20
H -1.92055 -1.74977 -0.77744 0.20
O 2.22880 -0.98938 0.05969 -0.64
O 1.28154 1.05438 -0.03226 -0.43
O -2.14984 0.13750 -0.03100 -0.47
```

Orbital gap, eV: 8.345
DFT total energy, eV: -11388.18085
Strongest force on any atom, eV/A: 5.20



Result set for E_HOMO: -0.32726; -0.34993; -0.29887 hartree, one per record in the order listed.
Result set for relative energy (zero: lowest compared OMol25 entry of this formula, charge and spin): 332.29; 482.71; 404.06 kJ/mol, one per record in the order listed.